# C18H78N2O23Pd

C18H78N2O23Pd as an isolated structure (wB97M-V/def2-TZVPD, the Open Molecules 2025 dataset).

Each line ends with the Mulliken spin population.
CARTESIAN COORDINATES (ANGSTROEM)
Pd: 4.1573 -0.9909 -0.3062  0.8784
C: -1.1385 -0.8105 0.4187  0.0043
C: -0.0088 0.2814 0.5023  0.0129
C: -0.7513 1.4737 1.1167  -0.0006
C: -0.9310 1.4491 2.6091  0.0010
C: 0.3693 1.1880 3.2747  -0.0008
C: 1.1241 -0.1071 2.8145  0.0018
N: 1.1836 -0.1057 1.3058  0.0048
O: 2.0395 -1.1248 0.7487  0.0438
C: 0.3958 -1.3382 3.4874  0.0034
C: 2.5428 -0.0066 3.4390  -0.0060
C: 0.3246 0.7139 -0.9238  -0.0061
H: -1.7556 -1.0165 1.2932  -0.0002
H: -0.9004 -1.7947 0.0153  -0.0016
H: -1.9219 -0.4440 -0.2447  0.0004
H: -1.7651 1.5643 0.7264  0.0001
H: -0.2435 2.3997 0.8470  0.0000
H: -1.5179 0.5558 2.8227  0.0001
H: -1.4523 2.3446 2.9475  0.0001
H: 0.0807 1.1202 4.3236  0.0003
H: 1.0209 2.0511 3.1384  -0.0003
H: -0.5789 -1.6132 3.0844  -0.0006
H: 0.3399 -1.2836 4.5746  0.0003
H: 0.9482 -2.2505 3.2624  -0.0007
H: 3.0767 -0.9539 3.3630  -0.0003
H: 2.4581 0.2682 4.4904  -0.0001
H: 3.1000 0.7945 2.9534  -0.0003
H: -0.5657 0.9127 -1.5204  -0.0003
H: 0.8769 -0.0838 -1.4206  -0.0003
H: 0.9668 1.5940 -0.9558  -0.0013
C: -1.7249 0.2569 -7.3854  0.0092
C: -1.8224 1.1185 -6.0826  0.0152
C: -1.4808 0.2092 -4.8589  0.0168
C: 0.0725 0.0602 -4.7203  -0.0062
C: 0.8902 1.3216 -4.7062  0.0226
C: 0.5248 2.3524 -5.7884  0.0172
N: -0.9674 2.3806 -5.9694  0.2569
O: -1.2945 3.3268 -7.0581  0.6799
C: 1.3118 1.9219 -7.0875  0.0102
C: 1.0634 3.7214 -5.2060  0.0058
C: -3.2722 1.5184 -5.8088  0.0020
H: -1.6847 0.8477 -8.3005  -0.0028
H: -2.4785 -0.5276 -7.4543  0.0012
H: -0.7081 -0.1348 -7.4165  -0.0036
H: -1.8277 -0.8240 -4.8726  -0.0005
H: -1.7868 0.6721 -3.9207  -0.0032
H: 0.5122 -0.4828 -5.5569  -0.0019
H: 0.3315 -0.5859 -3.8815  0.0016
H: 1.9549 1.0913 -4.6696  -0.0001
H: 0.6800 1.7761 -3.7381  -0.0098
H: 2.3552 1.7557 -6.8194  0.0001
H: 1.2287 2.5641 -7.9642  0.0035
H: 0.9204 0.9722 -7.4523  -0.0062
H: 0.6108 4.1145 -4.2957  -0.0024
H: 0.9349 4.5536 -5.8981  -0.0011
H: 2.0861 3.7710 -4.8324  0.0005
H: -3.5683 2.2519 -6.5587  -0.0003
H: -3.4628 1.9435 -4.8234  -0.0037
H: -3.9992 0.7251 -5.9833  -0.0001
O: 3.2692 -3.6770 2.5811  -0.0002
H: 2.4206 -3.9621 2.9201  0.0000
H: 3.2377 -2.7215 2.6282  -0.0039
O: 2.6370 3.6551 1.9351  0.0001
H: 2.2485 4.4283 1.5259  0.0000
H: 1.9084 3.2325 2.3898  -0.0001
O: -4.0877 0.6660 3.1493  0.0000
H: -4.1203 1.4328 2.5772  0.0000
H: -3.4811 0.9131 3.8473  0.0000
O: 4.4906 -2.8842 4.9093  0.0002
H: 5.0356 -3.4035 5.5005  0.0000
H: 4.0908 -3.5276 4.3241  -0.0001
O: 1.0161 -2.8394 -2.0189  -0.0001
H: 0.2514 -2.7395 -1.4518  0.0003
H: 1.3703 -3.7000 -1.7948  -0.0001
O: -1.6679 -4.3631 0.9900  0.0000
H: -0.7130 -4.3504 0.9244  -0.0003
H: -1.8597 -3.8792 1.7933  0.0000
O: 5.2473 -1.4337 1.4945  0.0285
H: 5.5473 -0.7171 2.0537  -0.0011
H: 5.6727 -2.2124 1.8533  0.0023
O: -4.6468 0.2942 -1.5562  -0.0001
H: -4.3233 0.1121 -0.6739  0.0000
H: -5.0196 1.1739 -1.4983  0.0000
O: -2.7315 -3.6263 -1.5317  0.0000
H: -3.1417 -4.3862 -1.9446  0.0000
H: -2.4054 -3.9552 -0.6940  0.0000
O: -4.4595 2.9424 1.9286  0.0000
H: -5.1538 3.5831 2.0831  0.0000
H: -4.2627 3.0222 0.9953  0.0000
O: 3.8722 1.9818 7.0088  0.0000
H: 4.7977 1.9648 6.7653  0.0000
H: 3.5060 1.1896 6.6157  0.0000
O: 3.3686 -0.8736 6.6925  0.0000
H: 2.5056 -1.1011 7.0384  0.0000
H: 3.5150 -1.4988 5.9826  0.0000
O: -2.2043 -1.3777 5.5930  0.0000
H: -2.4968 -2.0021 4.9291  0.0000
H: -1.5111 -0.8770 5.1628  0.0000
O: 1.1613 -4.9595 3.6168  0.0000
H: 0.2306 -4.7751 3.7434  0.0000
H: 1.2064 -5.3924 2.7643  0.0000
O: 3.5188 1.1149 -0.4624  0.0066
H: 2.7579 1.3735 0.0577  -0.0009
H: 3.8742 1.9394 -0.7941  -0.0003
O: 2.9160 -1.1497 -2.1400  0.0376
H: 2.0655 -1.5839 -2.0736  -0.0018
H: 3.0983 -1.1212 -3.0792  0.0031
O: -4.4888 -0.7451 1.0273  0.0000
H: -3.6789 -1.2527 0.9762  0.0000
H: -4.4472 -0.3118 1.8797  0.0000
O: -2.9465 5.2376 3.0841  0.0000
H: -2.3164 5.0896 3.7894  0.0000
H: -3.1764 4.3597 2.7796  0.0000
O: -2.4169 -3.2030 3.6649  0.0000
H: -3.1971 -3.5422 3.2262  0.0000
H: -2.1085 -3.9316 4.2037  0.0000
O: -1.7424 3.9576 -1.8998  -0.0004
H: -1.5936 4.0345 -2.8422  -0.0006
H: -0.8659 3.9797 -1.5158  0.0001
O: 0.8273 -3.8369 0.6771  0.0057
H: 1.1294 -2.9584 0.9076  -0.0089
H: 1.5975 -4.2651 0.3033  0.0017

Summary:
net charge	0
Kohn-Sham gap (alpha / beta)	0.2301 / 0.2208	Eh
lowest unoccupied orbital energy (alpha / beta)	-0.01104 / -0.01724	hartree
HOMO level (alpha / beta)	-6.6 / -6.5	eV
multiplicity	3
expectation value of S²	2.008

---

# C33H34O4PPt

C33H34O4PPt as an isolated structure (wB97M-V/def2-TZVPD, the Open Molecules 2025 dataset).

Each line ends with the Löwdin charge.
CARTESIAN COORDINATES (ANGSTROEM)
Pt: -0.2983 -0.2685 0.1735  1.0191
C: -1.4541 -5.4801 -0.9961  -0.0440
C: -2.2887 -4.3347 -1.5290  -0.2573
C: -3.4788 -4.6395 -2.1900  -0.0619
C: -4.3114 -3.6532 -2.7033  -0.0893
C: -3.9648 -2.3175 -2.5703  -0.0756
C: -2.7892 -1.9897 -1.9088  -0.0688
C: -1.9483 -2.9810 -1.3894  -0.2830
P: -0.5177 -2.3250 -0.5001  0.9594
C: -0.2666 -3.4068 0.9536  -0.2987
C: 0.9484 -4.0589 1.1336  -0.0895
C: 1.1878 -4.8376 2.2590  -0.0862
C: 0.1936 -4.9687 3.2170  -0.0894
C: -1.0118 -4.2964 3.0514  -0.0520
C: -1.2590 -3.4939 1.9395  -0.2676
C: -2.5448 -2.7026 1.8620  -0.0397
C: 0.9875 -2.5907 -1.5265  -0.3093
C: 1.1495 -3.4118 -2.6275  -0.0784
C: 2.2777 -3.2718 -3.4406  -0.1057
C: 3.2082 -2.2920 -3.1445  -0.0961
C: 3.0269 -1.4595 -2.0325  -0.0455
C: 1.9230 -1.6141 -1.2144  -0.3041
C: 1.6050 -0.7201 -0.0047  -0.3314
H: -1.5972 -6.3622 -1.6235  0.0775
H: -1.7437 -5.7379 0.0265  0.0891
H: -0.3900 -5.2558 -0.9644  0.0574
H: -3.7532 -5.6831 -2.3047  0.1046
H: -5.2308 -3.9325 -3.2052  0.0966
H: -4.5996 -1.5341 -2.9654  0.1020
H: -2.5117 -0.9482 -1.7720  0.0766
H: 1.7241 -3.9642 0.3809  0.1045
H: 2.1459 -5.3276 2.3848  0.0961
H: 0.3623 -5.5755 4.0991  0.0945
H: -1.7776 -4.3663 3.8177  0.1054
H: -3.0648 -2.7488 2.8202  0.0759
H: -3.2193 -3.0864 1.0893  0.0790
H: -2.3593 -1.6491 1.6334  0.0512
H: 0.3832 -4.1336 -2.8886  0.0967
H: 2.4019 -3.9047 -4.3109  0.0911
H: 4.0706 -2.1497 -3.7861  0.0929
H: 3.7421 -0.6728 -1.8170  0.1061
H: 2.2115 0.1908 -0.0261  0.0582
H: 1.8571 -1.2698 0.9151  0.0530
C: 0.5536 3.1140 8.1232  -0.0679
C: 0.4651 2.4590 6.7662  -0.2824
C: -0.5281 1.5261 6.4947  -0.0246
C: -0.6430 0.9110 5.2487  -0.1940
C: -1.7374 -0.1053 5.0045  -0.0394
C: 0.2484 1.2608 4.2327  -0.0526
C: 1.2496 2.2111 4.4760  -0.1950
C: 2.2410 2.6139 3.4078  -0.0424
C: 1.3491 2.7832 5.7431  -0.0255
C: 0.1471 0.5836 2.8827  -0.6236
O: 0.1271 1.3687 1.8690  -0.0948
O: 0.0609 -0.6511 2.8222  -0.0237
H: 0.0626 2.5032 8.8828  0.0667
H: 0.0709 4.0954 8.1372  0.0742
H: 1.5898 3.2651 8.4346  0.0697
H: -1.2299 1.2557 7.2807  0.1059
H: -2.3829 -0.1926 5.8820  0.0677
H: -1.3132 -1.0808 4.7594  0.0726
H: -2.3522 0.1827 4.1473  0.0897
H: 2.7897 1.7489 3.0247  0.0863
H: 2.9626 3.3265 3.8132  0.0661
H: 1.7331 3.0472 2.5479  0.0752
H: 2.1411 3.5069 5.9258  0.1073
C: -3.6898 2.0640 -0.5928  -0.0201
C: -2.4106 1.2808 -0.6350  -0.7250
O: -2.2636 0.3942 0.3324  -0.2644
O: -1.5494 1.4727 -1.5003  -0.0428
H: -4.5316 1.4287 -0.3136  0.0724
H: -3.8717 2.5440 -1.5524  0.0707
H: -3.5936 2.8331 0.1772  0.0806

Summary:
net charge	-1
Kohn-Sham gap	0.2507	Eh
lowest unoccupied orbital energy	0.09790	hartree
relative energy (zero: lowest compared OMol25 entry of this formula, charge and spin)	19.0	kcal per mole
HOMO level	-4.2	eV

---

# C5H6O3

One molecule with the formula C5H6O3 (wB97M-V/def2-TZVPD, the Open Molecules 2025 dataset).

Each line ends with the Löwdin charge.
CARTESIAN COORDINATES (ANGSTROEM)
C: 2.5305 -0.8287 0.2587  0.0326
C: 2.1277 0.3245 -0.2575  -0.0703
C: 0.7465 1.0347 -0.0266  -0.2559
O: 0.7275 2.2270 0.0684  0.1416
C: -0.4230 0.0057 -0.0006  -0.4436
O: -0.3515 -1.1542 -0.2081  0.1458
O: -1.5614 0.6869 0.1988  -0.0237
C: -2.8245 -0.0228 -0.0398  0.0149
H: 1.9307 -1.5359 0.8899  0.0862
H: 3.5412 -1.1442 0.0825  0.0539
H: 2.8125 0.9205 -0.7490  0.0736
H: -2.5481 -0.7799 -0.6982  0.0649
H: -3.1545 -0.4696 0.8388  0.0711
H: -3.5537 0.7361 -0.3573  0.1089

Summary:
net charge	0
SMILES	C=CC(=O)C(=O)OC
Kohn-Sham gap	0.3551	Eh
lowest unoccupied orbital energy	-0.00761	hartree
relative energy (zero: lowest compared OMol25 entry of this formula, charge and spin)	32.2	kcal per mole
HOMO level	-9.9	eV

---

# C21H27NO4

One molecule with the formula C21H27NO4 (wB97M-V/def2-TZVPD, the Open Molecules 2025 dataset).

Each line ends with the Löwdin charge.
CARTESIAN COORDINATES (ANGSTROEM)
C: -4.8998 -1.8860 0.8407  -0.0835
O: -3.5421 -2.2020 0.6641  -0.1154
C: -2.7843 -1.4048 -0.1613  -0.1925
C: -3.2838 -0.2774 -0.8022  -0.0038
C: -2.4813 0.5303 -1.5860  -0.0339
C: -1.1382 0.2336 -1.7543  -0.2330
C: -0.2256 1.1218 -2.5545  -0.1222
C: -0.2707 2.5804 -2.0801  -0.1692
N: 0.0495 2.7285 -0.6814  0.0806
C: -0.8641 3.1026 0.2407  -0.4999
O: -2.0214 3.3501 -0.0315  0.0552
C: -0.2978 3.2415 1.6458  -0.1000
C: -0.4048 1.9468 2.4582  -0.1402
C: 0.3280 0.7709 1.8142  -0.1910
O: 1.6233 1.1962 1.4325  -0.0701
C: 2.4715 0.2889 0.8621  -0.2668
C: 2.2160 -1.0678 0.7166  -0.0230
C: 3.1581 -1.8820 0.1080  -0.0366
C: 4.3608 -1.3794 -0.3614  -0.2905
C: 5.3807 -2.2663 -1.0103  -0.0566
C: 4.6082 -0.0189 -0.2039  -0.0469
C: 3.6810 0.8058 0.3953  -0.0074
C: -0.6437 -0.9111 -1.1498  0.0188
C: -1.4338 -1.7390 -0.3579  -0.2017
O: -0.7586 -2.7913 0.2006  -0.0870
C: -1.4555 -3.9216 0.6742  -0.0733
H: -5.2893 -2.6488 1.5140  0.0946
H: -5.4509 -1.9244 -0.1046  0.0974
H: -5.0291 -0.9002 1.2987  0.0974
H: -4.3183 -0.0031 -0.6776  0.1052
H: -2.9139 1.4032 -2.0465  0.1161
H: 0.7982 0.7479 -2.4789  0.1128
H: -0.5161 1.1012 -3.6081  0.1200
H: 0.4329 3.1749 -2.6742  0.1202
H: -1.2740 2.9921 -2.2051  0.1121
H: 0.9630 2.4357 -0.3688  0.1295
H: -0.8701 4.0177 2.1557  0.1214
H: 0.7477 3.5455 1.5942  0.1135
H: 0.0149 2.1316 3.4490  0.1150
H: -1.4532 1.6684 2.5721  0.1224
H: -0.2221 0.4182 0.9322  0.1103
H: 0.3944 -0.0537 2.5360  0.1343
H: 1.2929 -1.5058 1.0589  0.0938
H: 2.9377 -2.9342 -0.0015  0.1138
H: 5.7260 -1.8329 -1.9476  0.0778
H: 6.2471 -2.3837 -0.3592  0.0809
H: 4.9671 -3.2512 -1.2112  0.0725
H: 5.5394 0.3980 -0.5599  0.1134
H: 3.8737 1.8610 0.5180  0.1161
H: 0.3917 -1.1918 -1.2726  0.1184
H: -1.9867 -3.7122 1.6049  0.0896
H: -0.6885 -4.6755 0.8540  0.0924
H: -2.1644 -4.2956 -0.0679  0.0991

Summary:
net charge	0
SMILES	COc1ccc(CCNC(=O)CCCOc2ccc(C)cc2)cc1OC
Kohn-Sham gap	0.3232	Eh
lowest unoccupied orbital energy	0.02816	hartree
relative energy (zero: lowest compared OMol25 entry of this formula, charge and spin)	50.5	kcal per mole
HOMO level	-8.0	eV

---

# C2H6N2O

One molecule with the formula C2H6N2O (wB97M-V/def2-TZVPD, the Open Molecules 2025 dataset).

Each line ends with the Löwdin charge.
CARTESIAN COORDINATES (ANGSTROEM)
N: -1.8683 -0.5186 -0.3714  -0.0706
C: -1.0094 0.2039 0.6385  -0.2759
C: 0.2148 0.9286 -0.0492  -0.1717
N: 1.3539 0.4665 -0.3233  -0.0464
O: 1.6354 -0.8159 0.0675  -0.0628
H: -1.7898 0.1063 -1.3108  0.1173
H: -1.3955 -1.5589 -0.6192  0.1371
H: -1.6277 1.0285 0.9218  0.0804
H: -0.7378 -0.3568 1.5225  0.0930
H: -0.0641 1.9247 -0.4387  0.1109
H: 0.8996 -1.0469 0.7121  0.0888

Summary:
net charge	0
SMILES	NC/C=N\O
Kohn-Sham gap	0.3801	Eh
lowest unoccupied orbital energy	0.02452	hartree
relative energy (zero: lowest compared OMol25 entry of this formula, charge and spin)	90.7	kcal per mole
HOMO level	-9.7	eV

---

# C22H25N3O5S

C22H25N3O5S as an isolated structure (wB97M-V/def2-TZVPD, the Open Molecules 2025 dataset).

Each line ends with the Löwdin charge.
CARTESIAN COORDINATES (ANGSTROEM)
C: 4.1457 -5.9613 -2.1151  -0.1756
H: 3.4495 -6.7321 -1.5783  0.1424
H: 3.8805 -6.1202 -3.0930  0.0749
H: 5.1206 -6.1095 -1.8782  0.0706
O: 3.4940 -4.8264 -2.0087  -0.0352
C: 3.7775 -4.3806 -0.6234  -0.3460
O: 4.3426 -5.0156 0.2021  0.1592
C: 3.1065 -3.1602 -0.2870  -0.1925
C: 2.5922 -2.3847 -1.2997  0.0653
C: 2.0766 -0.9882 -1.0616  0.1581
C: 2.2325 -0.5801 0.4585  -0.0979
C: 2.7680 -1.4412 1.3421  -0.0747
C: 3.1329 -2.5648 0.8199  -0.0970
H: 3.7086 -3.1154 1.8724  0.2221
H: 2.7628 -0.9701 2.2446  0.1019
N: 1.8126 0.8410 0.5241  -0.0441
C: 0.9142 1.2111 1.4883  -0.3895
O: 0.7508 2.3156 1.8771  0.0860
C: 0.1593 -0.0430 2.5419  -0.1620
N: -0.9590 0.4488 2.8573  0.0300
C: -1.9240 0.6629 1.7724  -0.4093
O: -1.4340 0.5589 0.7141  0.0766
C: -3.1052 1.3996 2.3221  -0.2955
C: -3.5399 1.6678 3.5045  -0.0734
C: -5.0820 2.0230 3.5239  -0.0057
C: -5.3836 2.5834 2.1528  -0.2545
S: -4.1966 2.0688 0.7795  0.9383
H: -6.2408 3.0082 1.9506  -0.0214
H: -5.3996 2.5368 4.2207  -0.0232
H: -3.2357 1.3464 4.3461  0.0401
H: -1.2003 0.7740 3.8032  0.1605
H: 0.7764 -0.3592 3.2837  0.0896
H: 0.1865 -0.9067 1.8560  0.1236
C: 2.0702 1.8494 -0.4779  -0.0925
H: 3.1541 1.7392 -0.6836  0.1384
H: 1.9516 2.7997 0.4019  0.2192
C: 1.1440 1.8318 -1.6643  -0.4828
O: 1.9875 2.5390 -2.6150  -0.1586
N: 0.0146 1.5833 -1.5297  0.1528
H: -0.2635 1.2234 -0.5956  0.1457
C: -0.8583 1.7890 -2.7556  -0.2097
H: -0.0924 2.2201 -3.4311  0.1501
C: -2.1512 2.2443 -2.4509  -0.1692
H: -2.4453 3.0249 -3.3072  0.1639
C: -3.2261 1.0041 -2.3618  -0.2422
C: -2.8679 0.2922 -3.4926  -0.2223
C: -1.2832 0.2727 -3.2496  -0.0662
H: -1.1345 -0.3730 -2.4454  0.0768
H: -0.7228 -0.2366 -3.9394  0.0775
H: -2.7818 0.5500 -4.4103  0.0460
H: -3.2327 -0.8310 -3.3660  0.1672
H: -3.2975 0.6004 -1.3824  0.0328
H: -4.4789 1.5116 -2.5028  0.1847
H: -2.1935 2.9221 -1.4890  0.1316
H: 1.6727 -0.2474 -1.8444  0.1164
H: 2.6762 -2.5014 -2.1754  -0.0012

Summary:
net charge	0
Kohn-Sham gap	0.2825	Eh
lowest unoccupied orbital energy	-0.02544	hartree
relative energy (zero: lowest compared OMol25 entry of this formula, charge and spin)	479.7	kcal per mole
HOMO level	-8.4	eV